No. 1
DFT (ωB97M-V/def2-TZVPD) results for a structure of composition C49H54Cl3MgN5O5S2 in a non-equilibrium geometry.

Positions of all 119 atoms, in Å:
Mg -0.140 0.029 -0.266
C -0.245 -2.370 5.198
C -0.838 -1.968 3.845
C -1.866 -3.006 3.373
C -1.432 -0.571 3.858
C -2.433 -0.266 4.776
C -3.008 0.995 4.832
C -2.582 1.971 3.945
C -1.593 1.709 3.000
C -1.124 2.825 2.073
C -2.268 3.413 1.241
C -0.386 3.908 2.873
C -1.009 0.427 2.963
N 0.000 0.192 1.973
C 1.278 0.169 2.307
C 2.301 0.104 1.300
N 1.990 0.035 -0.007
C 2.957 0.586 -0.922
C 3.233 1.970 -0.865
C 4.198 2.506 -1.714
C 4.863 1.724 -2.643
C 4.553 0.377 -2.718
C 3.617 -0.215 -1.870
C 3.451 -1.725 -1.996
C 4.012 -2.461 -0.773
C 2.033 -2.185 -2.340
C 2.476 2.945 0.041
C 3.381 3.585 1.099
C 1.788 4.047 -0.775
C 3.611 0.214 1.986
C 4.918 0.201 1.587
C 5.939 0.340 2.577
C 5.664 0.500 3.910
C 4.308 0.519 4.348
C 3.839 0.709 5.682
C 2.493 0.736 5.935
C 1.516 0.560 4.906
C 1.947 0.354 3.626
C 3.340 0.357 3.372
H 0.089 -3.413 5.160
H -0.984 -2.285 6.002
H 0.616 -1.750 5.463
H -0.024 -1.958 3.131
H -2.717 -3.061 4.061
H -1.404 -4.000 3.324
H -2.263 -2.776 2.384
H -2.773 -1.040 5.458
H -3.789 1.211 5.555
H -3.029 2.961 3.978
H -0.417 2.403 1.366
H -3.154 3.618 1.850
H -2.545 2.732 0.435
H -1.949 4.348 0.771
H -1.060 4.415 3.573
H 0.029 4.662 2.194
H 0.440 3.479 3.450
H 4.403 3.571 -1.668
H 5.593 2.162 -3.315
H 5.055 -0.250 -3.449
H 4.081 -2.007 -2.840
H 3.403 -2.268 0.115
H 5.036 -2.143 -0.561
H 4.029 -3.543 -0.963
H 1.352 -2.035 -1.507
H 2.042 -3.256 -2.585
H 1.623 -1.630 -3.186
H 1.692 2.395 0.557
H 4.162 4.192 0.624
H 3.872 2.843 1.734
H 2.788 4.245 1.742
H 2.532 4.706 -1.241
H 1.163 4.658 -0.113
H 1.162 3.626 -1.558
H 5.189 0.127 0.539
H 6.975 0.331 2.253
H 6.470 0.617 4.629
H 4.550 0.841 6.492
H 2.149 0.892 6.952
H 0.461 0.593 5.155
O 0.346 2.103 -3.061
S -0.669 1.429 -2.262
O -2.036 1.672 -2.693
O -0.379 -0.069 -2.192
O -0.518 1.828 -0.783
C -1.883 -6.945 -1.814
C -0.982 -6.068 -2.676
C 0.344 -5.729 -2.018
N 0.102 -4.884 -0.846
C 0.996 -4.541 0.098
S 0.845 -3.154 0.956
N 2.073 -5.432 0.283
C 2.078 -6.803 0.454
O 3.109 -7.429 0.378
C 0.789 -7.483 0.859
C 0.664 -8.835 0.579
C -0.468 -9.528 0.985
C -1.468 -8.866 1.690
C -1.332 -7.521 1.993
C -0.201 -6.825 1.576
H -2.800 -7.204 -2.345
H -2.169 -6.431 -0.894
H -1.374 -7.874 -1.534
H -1.501 -5.136 -2.923
H -0.760 -6.561 -3.626
H 0.991 -5.209 -2.728
H 0.852 -6.642 -1.721
H -0.604 -4.166 -0.956
H 2.954 -4.982 0.481
H 1.467 -9.329 0.044
H -0.567 -10.583 0.758
H -2.357 -9.403 2.004
H -2.106 -6.999 2.545
H -0.096 -5.775 1.834
Cl -5.407 -0.771 -1.065
C -4.450 -1.098 0.317
Cl -4.612 -3.780 0.571
Cl -5.062 -0.566 1.841
C -3.042 -1.041 0.174
N -1.894 -1.113 0.124

Properties
* net charge: -2
* orbital gap (alpha / beta): 6.64 / 5.57 eV
* multiplicity: 1

***

No. 2
DFT (ωB97M-V/def2-TZVPD) results for the molecule C22H18N4O in a non-equilibrium geometry.

Positions of all 45 atoms, in Å:
O -1.966 -1.451 -2.601
C -1.691 -1.204 -1.448
N -0.375 -0.796 -1.182
C 0.667 -0.789 -2.119
C 1.920 -0.330 -1.956
C 2.523 -0.232 -3.228
C 3.818 0.468 -3.622
C 4.696 0.944 -2.688
C 5.898 1.597 -3.103
N 6.237 1.764 -4.377
C 5.327 1.246 -5.217
C 4.145 0.556 -4.955
N 1.712 -0.691 -4.162
N 0.570 -1.005 -3.444
C -2.741 -1.085 -0.400
C -2.608 -2.306 0.569
C -2.449 -1.740 1.893
C -2.086 -2.219 3.248
C -1.888 -1.423 4.486
C -1.972 -0.024 4.335
C -1.756 0.758 5.449
C -1.756 2.055 5.226
C -2.210 2.633 4.018
C -2.356 1.854 2.859
C -2.237 0.494 3.015
C -2.407 -0.301 1.862
C -2.658 0.199 0.438
H -0.060 -0.864 -0.206
H 2.272 0.047 -0.999
H 4.478 0.863 -1.645
H 6.556 1.872 -2.257
H 5.523 1.556 -6.219
H 3.411 0.341 -5.817
H -0.363 -1.253 -3.777
H -3.784 -1.186 -0.737
H -1.759 -2.963 0.605
H -3.485 -2.958 0.357
H -1.934 -3.283 3.270
H -1.688 -1.911 5.487
H -1.460 0.417 6.486
H -1.666 2.619 6.197
H -2.383 3.774 4.087
H -2.556 2.352 1.920
H -1.919 0.834 -0.030
H -3.540 0.769 0.383

Properties
* orbital gap: 8.42 eV
* multiplicity: 1

***

No. 3
DFT (ωB97M-V/def2-TZVPD) results for the ion C6H7O with charge +1 in a non-equilibrium geometry.

Positions of all 14 atoms, in Å:
C 1.400 -1.201 0.010
C 0.037 -1.024 0.045
C 0.390 1.266 0.039
C 2.225 -0.142 -0.020
C -0.522 0.242 -0.034
C -2.045 0.387 -0.016
O 1.657 1.070 0.023
H 1.891 -2.251 -0.020
H -0.734 -1.737 0.113
H 0.024 2.373 0.002
H 3.250 -0.265 -0.091
H -2.465 0.249 1.070
H -2.595 -0.226 -0.732
H -2.511 1.258 -0.389

Properties
* net charge: +1
* orbital gap (alpha / beta): 7.48 / 7.04 eV
* <S²>: 2.019
* multiplicity: 3

***

No. 4
DFT (ωB97M-V/def2-TZVPD) results for a structure of composition C28H36IrN4O2P2S2 in a non-equilibrium geometry.

Positions of all 75 atoms, in Å:
Ir 0.230 -0.340 -0.560
C 1.193 1.272 -3.790
C 1.830 1.973 -2.632
C 2.297 3.280 -2.867
C 2.720 4.058 -1.831
C 2.871 3.404 -0.573
C 3.272 4.129 0.569
C 3.420 3.529 1.822
C 3.295 2.152 1.909
C 2.867 1.441 0.759
S 2.522 -0.219 0.969
C 2.499 2.071 -0.478
N 1.967 1.346 -1.489
H 1.876 0.687 -4.442
H 0.703 2.005 -4.480
H 0.403 0.596 -3.496
H 2.192 3.612 -3.885
H 3.083 5.066 -1.937
H 3.392 5.233 0.433
H 3.705 4.125 2.709
H 3.492 1.558 2.804
C -2.746 -2.186 -0.660
P -1.541 -2.093 -1.984
C -2.407 -1.933 -3.499
C -0.724 -3.676 -2.226
C 0.498 -3.840 -1.345
P 1.495 -2.320 -1.369
C 1.949 -2.124 -3.104
C 3.034 -2.965 -0.617
H -2.206 -2.186 0.283
H -3.410 -3.072 -0.665
H -3.455 -1.304 -0.687
H -2.992 -2.842 -3.672
H -1.729 -1.817 -4.321
H -3.113 -1.051 -3.476
H -0.489 -3.632 -3.316
H -1.317 -4.612 -2.113
H 0.993 -4.704 -1.808
H 0.216 -4.113 -0.343
H 2.469 -3.010 -3.436
H 2.692 -1.330 -3.107
H 1.110 -1.884 -3.755
H 3.311 -3.849 -1.266
H 2.865 -3.286 0.395
H 3.856 -2.274 -0.655
O -0.177 1.449 2.404
C -0.141 0.264 2.561
N -0.398 -0.664 1.602
C -0.161 -1.941 2.147
O -0.249 -2.981 1.483
C 0.280 -1.767 3.578
C 0.766 -2.697 4.446
C 1.039 -2.185 5.754
C 0.755 -0.843 6.085
C 0.333 0.101 5.158
C 0.157 -0.419 3.876
H 0.840 -3.736 4.234
H 1.441 -2.867 6.501
H 0.965 -0.597 7.093
H 0.125 1.126 5.441
S -1.342 1.099 -1.774
C -2.505 1.589 -0.532
N -2.189 2.017 0.696
C -3.191 2.516 1.613
C -4.365 3.065 0.844
C -4.893 2.044 -0.185
N -3.757 1.500 -0.932
H -1.241 1.884 1.112
H -2.692 3.253 2.298
H -3.447 1.667 2.224
H -4.106 4.010 0.336
H -5.186 3.318 1.584
H -5.550 2.520 -0.890
H -5.356 1.244 0.322
H -3.940 1.153 -1.842

Properties
* net charge: +2
* orbital gap (alpha / beta): 7.09 / 6.12 eV
* <S²>: 8.797
* multiplicity: 6

***

No. 5
DFT (ωB97M-V/def2-TZVPD) results for a cluster of 10 separate species, C4H28N2O11 in total in a non-equilibrium geometry.

Positions of all 45 atoms, in Å:
O 0.103 -1.487 -1.906
C 0.329 -0.561 -1.119
N 1.621 -0.624 -0.647
C 2.133 -0.107 0.639
O 1.250 -0.623 1.596
C -0.743 0.305 -0.555
C -2.055 -0.492 -0.298
N -0.953 1.410 -1.475
H 2.217 -1.254 -1.200
H 3.199 -0.247 0.746
H 1.922 0.962 0.636
H 1.584 -1.531 1.764
H -0.498 0.696 0.431
H -1.923 -1.150 0.557
H -2.853 0.208 -0.087
H -2.246 -1.164 -1.129
H -1.592 2.021 -0.986
H -1.296 1.180 -2.395
H 2.765 -2.416 -3.068
H 2.098 -3.162 -1.955
O 2.960 -2.800 -2.202
H 1.233 -3.527 1.487
H 2.451 -3.643 0.498
O 1.705 -3.099 0.757
H 1.181 1.757 -1.468
H 2.680 1.739 -1.917
O 2.053 2.150 -1.329
H -1.244 -2.829 1.746
H -0.990 -2.170 3.039
O -0.544 -2.657 2.344
H 0.785 2.145 3.038
H 0.387 0.807 2.438
O 0.025 1.580 2.862
H -2.326 -2.863 -2.977
H -1.343 -1.809 -3.453
O -1.965 -2.470 -3.778
H -1.736 1.283 1.980
H -2.521 1.938 3.027
O -2.603 1.229 2.377
H -2.843 2.653 0.519
H -2.030 3.834 0.918
O -2.656 3.560 0.238
H 0.418 3.318 0.657
H 1.150 3.783 -0.572
O 0.706 4.128 0.221

Properties
* net charge: +1
* orbital gap (alpha / beta): 9.57 / 5.05 eV
* <S²>: 0.777
* multiplicity: 2